Entry 1:
Entry from OMol25: C36H28BrCuGeN4O as an isolated structure (ωB97M-V with the def2-TZVPD basis set).

Positions of all 72 atoms, in Å:
Cu 2.6783 -1.4848 0.0683
O 5.6307 -1.9220 0.2416
C 4.5226 -1.7283 0.2313
N 2.1888 5.3520 -1.0248
C 1.9474 6.6296 -0.6081
C 2.2757 7.8729 -1.1310
C 1.8276 8.9765 -0.4379
C 1.0745 8.8598 0.7428
C 0.7512 7.6385 1.2782
C 1.1984 6.4985 0.5979
N 1.0386 5.1852 0.8851
C 1.6270 4.5136 -0.0865
C 1.6469 3.0812 -0.1405
C 1.9547 2.3333 -1.2896
C 2.0142 0.9629 -1.2171
N 1.8124 0.2625 -0.0847
C 1.4616 0.9713 1.0076
C 1.3435 2.3375 1.0149
H 2.7488 5.0864 -1.8185
H 2.8532 7.9692 -2.0368
H 2.0597 9.9627 -0.8101
H 0.7547 9.7623 1.2412
H 0.1809 7.5465 2.1882
H 2.1369 2.8183 -2.2352
H 2.2386 0.3860 -2.1039
H 1.2786 0.4036 1.9097
H 1.0534 2.8673 1.9073
Br 2.3057 -7.8822 -0.2045
C 2.0332 -6.0156 -0.1282
C 1.9144 -5.2642 -1.2978
C 1.7743 -3.8968 -1.1896
N 1.7469 -3.2505 -0.0146
C 1.8132 -3.9878 1.1038
C 1.9499 -5.3589 1.1004
H 1.9510 -5.7373 -2.2671
H 1.6929 -3.2832 -2.0751
H 1.7691 -3.4464 2.0378
H 2.0135 -5.9058 2.0279
C -2.3647 -1.7463 -4.5212
C -2.7830 -2.7948 -3.7175
C -2.4095 -2.8385 -2.3866
C -1.6255 -1.8139 -1.8575
C -1.1893 -0.7695 -2.6711
C -1.5595 -0.7423 -4.0032
Ge -1.4490 -1.7456 0.1089
C -1.7812 -0.0168 1.0001
C -2.3472 1.0191 0.2587
C -2.7778 2.1656 0.9030
C -2.6394 2.2860 2.2778
C -2.0553 1.2654 3.0142
C -1.6238 0.1158 2.3789
C -1.7861 -3.4102 1.1213
C -1.4272 -4.6509 0.5957
C -1.7831 -5.8092 1.2619
C -2.4888 -5.7333 2.4541
C -2.8508 -4.5015 2.9769
C -2.5027 -3.3373 2.3150
H -2.6712 -1.7086 -5.5545
H -3.4080 -3.5749 -4.1231
H -2.7453 -3.6495 -1.7515
H -0.5637 0.0125 -2.2566
H -1.2311 0.0662 -4.6379
H -2.4766 0.9193 -0.8131
H -3.2385 2.9612 0.3348
H -2.9984 3.1730 2.7779
H -1.9464 1.3647 4.0831
H -1.1649 -0.6802 2.9511
H -0.8755 -4.7063 -0.3356
H -1.5170 -6.7711 0.8503
H -2.7626 -6.6371 2.9739
H -3.4065 -4.4458 3.8996
H -2.8106 -2.3778 2.7114

Computed properties:
HOMO	-12.37	eV
Kohn-Sham gap	0.197	hartree
charge	+2
LUMO energy	-7.01	eV
multiplicity	1

***

Entry 2:
Entry from OMol25: C36H28ClIN8O4S5Tb as an isolated structure (ωB97M-V with the def2-TZVPD basis set).

Positions of all 84 atoms, in Å:
Tb 0.3950 1.2540 -0.5048
N 0.6775 -5.2378 5.0699
C 0.6197 -3.9403 4.5546
C 1.6361 -3.4606 3.7283
C 1.5939 -2.1632 3.2441
C 0.5360 -1.3295 3.5925
C -0.4719 -1.7887 4.4333
C -0.4325 -3.0901 4.9023
S 0.5878 0.3362 3.0377
O 1.9713 0.5505 2.7230
O -0.0493 1.1448 4.0436
N -0.2092 0.4281 1.6368
C -1.5752 0.3550 1.5784
N -2.3319 -0.2483 2.5095
C -3.6438 -0.2514 2.2894
C -4.2396 0.3073 1.1726
C -3.3793 0.8930 0.2632
N -2.0678 0.9283 0.4564
H 1.2542 -5.8916 4.5729
H -0.1899 -5.6295 5.3902
H 2.4765 -4.1055 3.4841
H 2.3988 -1.7701 2.6267
H -1.2790 -1.1184 4.7052
H -1.2170 -3.4543 5.5603
H -4.2496 -0.7366 3.0512
H -5.3081 0.2839 1.0110
H -3.7427 1.3506 -0.6545
Cl 6.3723 4.1749 2.6469
C 5.2219 3.1707 1.7835
C 5.6480 2.0138 1.2116
C 4.7520 1.1987 0.4959
I 5.4570 -0.5789 -0.3504
C 3.4115 1.5290 0.3029
O 2.5909 0.8173 -0.4009
C 2.9666 2.7228 0.9972
N 1.6259 2.9798 0.9771
C 1.1622 4.0409 1.5776
C 1.9848 4.9500 2.2581
C 3.3232 4.7036 2.3232
C 3.8603 3.5522 1.7045
H 6.6848 1.7253 1.3044
H 0.0879 4.1940 1.5396
H 1.5489 5.8188 2.7306
H 3.9841 5.3725 2.8566
C 2.6520 -4.0396 -0.0704
N 1.2942 -3.5329 0.1214
C 0.2175 -4.4678 0.4297
C 0.9890 -2.3003 -0.2648
N 0.7235 -1.2386 -0.6230
H 2.9640 -4.5732 0.8287
H 3.3303 -3.2041 -0.2318
H 2.7013 -4.7197 -0.9256
H 0.5084 -5.0732 1.2871
H -0.0017 -5.1203 -0.4195
H -0.6761 -3.9093 0.6967
O -0.6628 0.8265 -2.3109
C -1.7069 0.8298 -3.2070
C -2.5803 2.0936 -3.0764
C -2.7368 2.8943 -1.9913
C -3.6859 3.9425 -2.1869
C -4.2373 3.9185 -3.4299
S -3.6216 2.6167 -4.3498
C -2.6003 -0.4115 -2.9402
C -2.1954 -1.5269 -2.2755
C -3.2113 -2.5304 -2.1728
C -4.3757 -2.1544 -2.7703
S -4.2364 -0.5935 -3.4580
C -1.1493 0.7120 -4.6318
C -1.1650 -0.3645 -5.4693
C -0.4156 -0.1449 -6.6665
C 0.1498 1.0957 -6.6980
S -0.2005 1.9830 -5.2860
H -2.1735 2.7690 -1.0909
H -3.9171 4.6951 -1.4424
H -4.9574 4.6020 -3.8608
H -1.1941 -1.6067 -1.8740
H -3.0804 -3.4785 -1.6625
H -5.3076 -2.7030 -2.8361
H -1.6901 -1.2859 -5.2362
H -0.3073 -0.8770 -7.4590
H 0.7675 1.5299 -7.4737
S 2.9265 2.9577 -3.3929
C 1.6600 3.1326 -2.3838
N 0.7603 3.2560 -1.6317

Computed properties:
HOMO (spin up / spin down)	-4.82 / -4.83	eV
Kohn-Sham gap (spin up / spin down)	0.248 / 0.248	hartree
charge	-1
LUMO energy (spin up / spin down)	1.93 / 1.93	eV
multiplicity	7

***

Entry 3:
Entry from OMol25: C36H28CrN6P2S5SbSe2 as an isolated structure (ωB97M-V with the def2-TZVPD basis set).

Positions of all 81 atoms, in Å:
Cr 1.2770 -2.7501 -0.9733
Se -1.0118 1.4260 4.1724
P -1.5121 1.2252 2.1608
C -1.2978 2.9378 1.5266
C -2.3585 3.5970 0.8879
C -2.2011 4.9132 0.4432
C -0.9876 5.5785 0.6405
C 0.0721 4.9261 1.2778
C -0.0794 3.6070 1.7162
C -3.2635 0.6509 2.3397
C -4.2425 1.5204 2.8418
C -5.5647 1.0883 2.9846
C -5.9161 -0.2187 2.6342
C -4.9447 -1.0951 2.1470
C -3.6222 -0.6662 2.0028
C -0.4110 -0.1355 1.5621
C -0.0263 -0.4983 0.3127
N 0.5811 -1.5452 0.3703
N 0.6925 -1.9660 1.8357
N 0.0956 -1.1226 2.4768
P -0.1886 0.1631 -1.4380
Se 0.3859 -1.2071 -2.6550
C 0.9620 1.5758 -1.7651
C 2.2155 1.3866 -2.3820
C 3.0523 2.4758 -2.6382
C 2.6494 3.7644 -2.2874
C 1.4066 3.9638 -1.6838
C 0.5680 2.8735 -1.4272
C -1.8584 0.5952 -2.0772
C -2.0052 1.0777 -3.3881
C -3.2692 1.4339 -3.8692
C -4.3916 1.3116 -3.0444
C -4.2479 0.8305 -1.7401
C -2.9830 0.4750 -1.2655
H -3.3047 3.0970 0.7318
H -3.0207 5.4185 -0.0507
H -0.8681 6.5985 0.2992
H 1.0112 5.4420 1.4305
H 0.7456 3.1124 2.2125
H -3.9829 2.5341 3.1199
H -6.3172 1.7653 3.3669
H -6.9397 -0.5526 2.7448
H -5.2150 -2.1093 1.8809
H -2.8829 -1.3602 1.6285
H 2.5602 0.4043 -2.6663
H 4.0128 2.3195 -3.1125
H 3.2971 4.6079 -2.4885
H 1.0922 4.9646 -1.4221
H -0.3973 3.0381 -0.9828
H -1.1409 1.1810 -4.0316
H -3.3784 1.8071 -4.8793
H -5.3699 1.5894 -3.4148
H -5.1138 0.7343 -1.0976
H -2.8695 0.1061 -0.2711
N 3.6276 -3.5160 2.2140
C 4.5643 -2.6437 1.7171
C 5.8143 -2.2333 2.1849
C 6.5060 -1.3072 1.3948
C 5.9665 -0.8228 0.2001
C 4.7098 -1.2514 -0.2462
C 4.0001 -2.1786 0.5299
N 2.7675 -2.7456 0.3122
C 2.5852 -3.5348 1.3386
C 1.3402 -4.2833 1.3823
C 0.8933 -5.1721 2.3287
S -0.6557 -5.7468 1.8484
C -0.5640 -4.7576 0.4433
N 0.5281 -4.0379 0.3099
H 3.6996 -4.0443 3.0693
H 6.2355 -2.6073 3.1114
H 7.4847 -0.9569 1.7175
H 6.5263 -0.1038 -0.3935
H 4.2836 -0.8809 -1.1718
H 1.3624 -5.5085 3.2403
H -1.3632 -4.7334 -0.2860
S 1.6083 -3.3270 -5.7098
Sb 2.1723 -4.3025 -4.0143
S 3.0898 -2.7197 -2.4994
S 0.3436 -4.3055 -2.4983
S 3.3931 -6.4169 -4.2468
H -0.4160 -2.7501 -0.9733

Computed properties:
HOMO (spin up / spin down)	0.49 / -1.71	eV
Kohn-Sham gap (spin up / spin down)	0.110 / 0.190	hartree
charge	-2
LUMO energy (spin up / spin down)	3.47 / 3.47	eV
multiplicity	4

***

Entry 4:
Entry from OMol25: C36H29BCo2F6O8 as an isolated structure (ωB97M-V with the def2-TZVPD basis set).

Positions of all 82 atoms, in Å:
C -2.7655 0.5183 -2.3521
C -1.4506 0.7305 -3.0867
C -1.6795 0.5323 -4.5707
C -0.7444 2.1008 -2.6837
C 0.2988 2.5247 -3.7275
C -1.6681 3.2601 -2.4034
O -0.0642 1.7459 -1.4681
B 0.3541 0.4343 -1.7784
C 1.8843 0.2066 -1.9806
C 2.7896 1.1225 -1.4634
C 4.1386 0.9883 -1.7608
C 5.0780 2.0293 -1.2193
F 6.3772 1.7970 -1.5512
F 4.7576 3.2807 -1.6858
F 5.0089 2.0908 0.1503
C 4.6078 -0.0640 -2.5367
C 3.6852 -0.9874 -3.0164
C 4.1478 -2.1591 -3.8352
F 3.3475 -3.2558 -3.6222
F 4.1059 -1.8977 -5.1784
F 5.4253 -2.5314 -3.5322
C 2.3270 -0.8418 -2.7808
C -0.0528 -0.6060 0.2222
C 0.3630 -1.9336 -0.0923
C 1.6782 -2.3818 0.1934
C 2.0590 -3.6733 -0.1294
C 1.1552 -4.5494 -0.7493
C -0.1255 -4.0933 -1.0955
C -0.5107 -2.7960 -0.8075
O -0.5141 -0.2634 -2.6340
H -3.5409 1.1866 -2.7498
H -3.0971 -0.5188 -2.4974
H -2.6603 0.7001 -1.2727
H -2.3638 1.3009 -4.9508
H -0.7410 0.5796 -5.1332
H -2.1366 -0.4493 -4.7411
H -0.1888 2.9617 -4.6090
H 0.9605 3.2869 -3.2927
H 0.9355 1.6874 -4.0559
H -2.2540 3.4908 -3.3012
H -2.3428 3.0531 -1.5673
H -1.0709 4.1420 -2.1471
H 2.4548 1.9511 -0.8390
H 5.6609 -0.1663 -2.7575
H 1.6316 -1.5596 -3.2094
H 0.5946 0.0672 0.7846
H -1.0823 -0.2985 -0.0102
H 2.3897 -1.6803 0.6394
H 3.0634 -4.0189 0.1222
H 1.4454 -5.5799 -0.9569
H -0.8317 -4.7690 -1.5842
H -1.4775 -2.4075 -1.1385
O -5.1955 -1.8167 3.5000
C -4.3098 -1.8960 4.2405
Co -2.9117 -1.9532 5.2829
C -3.0313 -0.3058 5.8983
O -3.1338 0.7990 6.2310
C -3.5015 -3.0344 6.5326
O -3.9328 -3.7420 7.3414
C -1.4646 -2.0642 3.8550
C -1.1201 -0.8931 3.1696
C -1.6194 -0.2317 2.0905
C -1.6957 1.2212 2.0115
C -2.7185 1.8265 1.2334
C -2.7158 3.2006 1.0295
C -1.7317 4.0036 1.6267
C -0.7671 3.4232 2.4457
C -0.7510 2.0407 2.6499
Co -0.2333 -1.1022 4.7143
C -0.2149 -1.9572 6.2719
O -0.0618 -2.4777 7.2937
C 1.3741 -1.3595 4.0333
O 2.4083 -1.5349 3.5405
C 0.0262 0.4895 5.5129
O 0.3240 1.4186 6.1382
H -1.3326 -3.0705 3.4289
H -2.3011 -0.8107 1.4543
H -3.5222 1.1994 0.8373
H -3.4866 3.6499 0.4038
H -1.7292 5.0782 1.4451
H -0.0053 4.0331 2.9265
H -0.0079 1.5787 3.3045

Computed properties:
HOMO	-7.63	eV
Kohn-Sham gap	0.174	hartree
charge	0
LUMO energy	-2.89	eV
multiplicity	1

***

Entry 5:
Entry from OMol25: C36H29Br2ClN2O6P2Ti as an isolated structure (ωB97M-V with the def2-TZVPD basis set).

Positions of all 79 atoms, in Å:
Ti -1.1991 1.0076 0.4425
N 1.7800 -0.6859 0.8435
P 1.1657 -0.3502 2.3618
C 2.2220 0.8519 3.1598
C 3.4725 0.4786 3.6541
C 4.3216 1.4389 4.1786
C 3.9221 2.7694 4.2122
C 2.6781 3.1402 3.7238
C 1.8213 2.1846 3.1949
C 1.3171 -1.8662 3.3064
C 1.1401 -1.7955 4.6890
C 1.1800 -2.9487 5.4535
C 1.4044 -4.1769 4.8436
C 1.5831 -4.2535 3.4711
C 1.5361 -3.0997 2.7004
P 1.0361 0.0651 -0.5152
C 2.2570 1.2107 -1.2020
C 1.8296 2.5130 -1.4470
C 2.7181 3.4425 -1.9766
C 4.0259 3.0751 -2.2473
C 4.4556 1.7728 -2.0069
C 3.5705 0.8412 -1.4955
C 0.9773 -1.2965 -1.7172
C 1.0411 -1.0089 -3.0798
C 0.7840 -2.0011 -4.0157
C 0.4613 -3.2857 -3.6010
C 0.3935 -3.5783 -2.2456
C 0.6431 -2.5866 -1.3082
H 2.7412 -0.9991 0.7741
H 3.7783 -0.5616 3.6393
H 5.2907 1.1512 4.5645
H 4.5852 3.5191 4.6245
H 2.3688 4.1766 3.7512
H 0.8504 2.4701 2.8097
H 0.9698 -0.8360 5.1628
H 1.0392 -2.8918 6.5246
H 1.4405 -5.0775 5.4428
H 1.7580 -5.2112 2.9990
H 1.6710 -3.1591 1.6282
H 0.7997 2.7949 -1.2504
H 2.3775 4.4488 -2.1802
H 4.7171 3.8010 -2.6564
H 5.4757 1.4877 -2.2297
H 3.8990 -0.1815 -1.3378
H 1.2780 -0.0044 -3.4096
H 0.8313 -1.7670 -5.0714
H 0.2556 -4.0571 -4.3319
H 0.1302 -4.5767 -1.9185
H 0.5550 -2.8086 -0.2518
O -2.8439 1.6005 1.7867
Cl -2.3341 2.9807 2.1660
O -3.1083 3.9681 1.4424
O -0.9290 2.9436 1.6075
O -0.2451 0.1298 2.2257
Br -2.4556 1.0765 -4.8636
C -3.8021 1.6054 -3.6202
C -5.1061 1.2060 -3.8697
C -6.1008 1.5451 -2.9657
C -5.7832 2.2652 -1.8210
C -4.4729 2.6448 -1.5788
C -3.4645 2.3275 -2.4848
C -2.0444 2.7329 -2.1801
O -1.4772 3.5812 -2.8509
O -1.5388 2.0906 -1.1928
H -5.3350 0.6372 -4.7605
H -7.1218 1.2408 -3.1560
H -6.5576 2.5237 -1.1107
H -4.2117 3.1839 -0.6740
Br -3.9074 -4.6029 -2.4612
C -3.2012 -3.0590 -1.6414
C -3.1131 -2.9849 -0.2633
C -2.5577 -1.8474 0.2923
N -2.1075 -0.8218 -0.4352
C -2.2142 -0.9103 -1.7607
C -2.7552 -2.0060 -2.4113
H -3.4604 -3.7925 0.3647
H -2.4581 -1.7468 1.3677
H -1.8323 -0.0670 -2.3204
H -2.8115 -2.0205 -3.4908

Computed properties:
HOMO (spin up / spin down)	-6.04 / -8.45	eV
Kohn-Sham gap (spin up / spin down)	0.227 / 0.315	hartree
charge	0
LUMO energy (spin up / spin down)	0.13 / 0.13	eV
multiplicity	3

***

Entry 6:
Entry from OMol25: C36H29ClCuN5O3S3 as an isolated structure (ωB97M-V with the def2-TZVPD basis set).

Positions of all 78 atoms, in Å:
Cu 0.4081 2.6906 0.2969
C 0.2934 6.0244 2.9604
C -0.1026 7.0610 2.1259
C -0.3099 6.7993 0.7821
C -0.1326 5.5089 0.2760
C 0.2562 4.4312 1.0969
C 0.4652 4.7450 2.4472
C -0.3737 5.2696 -1.1729
C -0.1402 6.2985 -2.1350
C -0.3381 6.0494 -3.4559
C -0.7860 4.7723 -3.8707
C -1.0078 4.4166 -5.2212
C -1.4285 3.1568 -5.5437
C -1.6552 2.2007 -4.5281
C -1.4539 2.5208 -3.2157
C -1.0015 3.8139 -2.8583
N -0.7829 4.0774 -1.5412
H 0.4643 6.2147 4.0146
H -0.2558 8.0593 2.5180
H -0.6426 7.6038 0.1352
H 0.7727 3.9597 3.1296
H 0.2309 7.2588 -1.8061
H -0.1431 6.8128 -4.2015
H -0.8343 5.1578 -5.9936
H -1.5912 2.8867 -6.5795
H -1.9889 1.2038 -4.7885
H -1.6297 1.7996 -2.4272
O -1.0931 -4.7455 1.6075
S -0.1082 -3.9996 2.3657
O 1.2701 -4.2743 2.0378
N -0.4347 -2.4187 2.2774
C -0.7367 -1.8886 3.4634
S -1.0936 -0.2883 3.7269
C -0.7077 -2.9046 4.5728
C -0.9584 -2.7154 5.9211
C -0.8702 -3.8130 6.7663
C -0.5361 -5.0745 6.2768
C -0.2810 -5.2661 4.9252
C -0.3776 -4.1613 4.1035
H -1.2147 -1.7274 6.2804
H -1.0628 -3.6896 7.8245
H -0.4740 -5.9135 6.9580
H -0.0175 -6.2386 4.5311
N -2.4399 -1.5402 0.1487
C -2.0157 -1.9323 -1.0748
S -2.2762 -0.9531 -2.4116
N -1.4189 -3.1540 -1.0618
C -0.5724 -3.7624 -2.0108
C -0.6155 -3.5174 -3.3806
C 0.3109 -4.1300 -4.2150
C 1.2668 -4.9994 -3.7139
C 1.2818 -5.2701 -2.3512
C 0.3721 -4.6603 -1.5056
H -2.8061 -0.6039 0.1874
H -1.9283 -1.8596 0.9689
H -1.4000 -3.6154 -0.1561
H -1.3496 -2.8391 -3.7811
H 0.2778 -3.9153 -5.2760
H 1.9866 -5.4652 -4.3746
H 2.0146 -5.9503 -1.9355
H 0.4035 -4.8618 -0.4420
Cl 2.0176 -0.1374 -4.1258
C 1.5751 -0.2006 -2.4514
C 1.6216 -1.3933 -1.7530
C 1.2198 -1.3810 -0.4290
C 0.7943 -0.1932 0.1398
N 0.7806 0.9591 -0.5386
C 1.1631 0.9553 -1.8192
H 1.9442 -2.3049 -2.2398
H 1.2246 -2.2857 0.1633
H 0.4441 -0.1571 1.1641
H 1.1310 1.8971 -2.3498
C 2.7439 -1.0906 3.0167
C 3.4010 0.2077 2.6278
O 3.5711 0.6472 1.5476
H 3.1717 -1.4748 3.9390
H 2.8192 -1.8251 2.2123
H 1.6899 -0.8672 3.1990

Computed properties:
HOMO (spin up / spin down)	-5.14 / -5.14	eV
Kohn-Sham gap (spin up / spin down)	0.265 / 0.264	hartree
charge	-1
LUMO energy (spin up / spin down)	2.07 / 2.06	eV
multiplicity	2

***

Total energy values (in hartree) by entry order: -7973.83694; -5701.21577; -10478.35764; -5380.67450; -9090.62742; -5184.09159.